Here is a single C2H3NOS2 molecule in a non-equilibrium geometry from OMol25. Energies are from ωB97M-V with the def2-TZVPD basis set.

Computed properties:
E_HOMO	-9.11	eV
SMILES	O/N=C/C(=S)S
LUMO level	-0.045	Ha

Each atom is followed by the atoms it is bonded to, with distances in Å.
Geometry (Å):
1 C 0.036 -0.824 -0.164  C2 1.453, H4 1.026, N6 1.258
2 C -1.179 -0.084 0.132  C1 1.453, S8 1.913, S9 1.655
3 H 2.973 0.226 0.053  O7 1.082
4 H 0.209 -1.831 -0.253  C1 1.026
5 H -1.923 2.073 0.203  S8 1.344
6 N 0.951 -0.016 0.140  C1 1.258, O7 1.494
7 O 2.306 -0.622 -0.028  H3 1.082, N6 1.494
8 S -0.650 1.743 -0.071  C2 1.913, H5 1.344
9 S -2.723 -0.666 -0.012  C2 1.655